# 1
The following is a DFT calculation (ωB97M-V/def2-TZVPD) of C33H29Cl3IrN6O6S3 as an isolated structure at a distorted geometry.

Output
total charge: -1
LUMO energy: 2.10 eV
HOMO-LUMO gap: 6.76 eV

Structure (XYZ):
```
81
Properties=species:S:1:pos:R:3:forces:R:3
Ir 0.2109 1.7126 -2.1464 0.0802 0.6963 1.3364
N -1.4110 5.5899 -2.9987 -0.0030 0.0057 0.0158
C -0.6186 4.4869 -2.7717 -0.0539 -0.1021 -0.1083
S -1.1424 2.9805 -3.5040 0.0814 -0.0266 -0.3645
N 0.4716 4.6547 -2.1020 0.0599 0.1129 0.0539
N 1.2062 3.4783 -2.0292 -0.2729 -0.1485 0.0278
C 2.4748 3.5649 -1.9183 -0.0186 -0.0332 -0.0650
C 3.3324 2.4063 -2.0478 0.0672 -0.0290 0.0347
C 4.6369 2.4722 -1.5443 -0.0187 0.0161 0.0298
C 5.5119 1.4162 -1.6683 0.0118 -0.0112 0.0011
C 5.0813 0.2642 -2.3318 -0.0185 0.0065 -0.0024
C 3.8153 0.1856 -2.8670 0.0285 0.0072 0.0115
C 2.9062 1.2503 -2.7490 -0.0380 -0.0441 -0.0114
O 1.7225 1.1285 -3.3267 -0.0433 0.0071 -0.2420
H -2.3899 5.3924 -3.1223 0.0092 -0.0065 0.0021
H -1.2032 6.3722 -2.3973 0.0059 0.0021 -0.0132
H 2.9039 4.5527 -1.7698 -0.0019 0.0187 -0.0710
H 4.9451 3.3783 -1.0324 0.0020 -0.0004 -0.0013
H 6.5070 1.4713 -1.2473 -0.0029 0.0007 0.0004
H 5.7427 -0.5901 -2.4107 -0.0028 0.0012 0.0028
H 3.4615 -0.7158 -3.3483 -0.0002 -0.0012 -0.0002
C 0.6807 7.4896 2.9064 -0.0022 -0.0045 -0.0030
C 0.4489 6.1166 2.3343 -0.0090 0.0069 0.0024
C -0.6405 5.8543 1.5148 0.0098 0.0048 0.0109
C -0.8535 4.5864 0.9883 -0.0313 -0.0361 -0.0155
C 0.0301 3.5669 1.2900 0.0370 -0.0295 0.0053
C 1.1300 3.8097 2.1029 0.0174 -0.0061 -0.0041
C 1.3329 5.0758 2.6200 0.0020 -0.0096 -0.0014
S -0.1882 1.9202 0.6439 0.3288 -0.0469 0.3207
O -1.1451 2.1404 -0.4889 0.0150 -0.0504 -0.3023
O -0.6903 1.1241 1.7388 -0.1261 0.0773 -0.0908
N 1.1493 1.4803 0.0005 -0.4880 -0.5693 -0.7721
C 1.9951 0.4702 0.6388 -0.0647 -0.0099 0.3183
C 1.9474 -0.9679 0.0628 1.0701 0.3521 -0.8937
O 2.7370 -1.7528 0.6270 -0.4411 -0.1293 0.3286
O 1.2652 -1.1575 -0.9675 -0.4207 -0.1456 0.2887
H -0.0084 8.2166 2.4771 0.0010 -0.0017 0.0006
H 1.6987 7.8300 2.7095 -0.0013 0.0018 0.0010
H 0.5389 7.4914 3.9894 0.0018 0.0007 -0.0004
H -1.3296 6.6563 1.2734 0.0026 -0.0054 -0.0042
H -1.6886 4.3862 0.3305 0.0073 0.0096 0.0019
H 1.8307 3.0084 2.3061 0.0058 0.0135 0.0052
H 2.1963 5.2660 3.2482 -0.0010 -0.0018 -0.0017
H 1.7580 0.3752 1.7010 -0.0188 0.0855 0.0659
H 3.0351 0.8022 0.5714 -0.0459 -0.0498 -0.0548
Cl -5.0989 -8.1235 2.1277 -0.0005 -0.0021 -0.0001
C -4.1883 -6.8004 1.4558 0.0055 0.0004 -0.0040
C -4.1998 -5.5696 2.0882 0.0072 -0.0026 0.0060
C -3.4585 -4.5330 1.5473 0.0258 -0.0129 0.0307
C -2.7073 -4.6969 0.3889 0.0086 -0.0103 -0.0012
C -1.9214 -3.5309 -0.1784 0.0148 0.0633 -0.0399
C -2.7441 -2.8375 -1.2641 -0.0437 0.0664 -0.0172
N -1.9592 -1.8696 -1.9999 0.0363 -0.0046 0.0588
C -1.2173 -2.1225 -3.1341 -0.0119 -0.0115 0.0111
C -0.5098 -0.9931 -3.3856 -0.0144 0.0225 -0.0805
N -0.8148 -0.0625 -2.4274 0.1943 -0.0313 0.2874
C -1.6670 -0.6195 -1.5960 0.0406 -0.0060 -0.0980
O -1.6350 -2.5575 0.7948 0.0766 -0.0603 -0.0368
C -0.3100 -2.6824 1.3490 -0.0731 -0.0063 -0.0191
C -0.2419 -3.8423 2.2954 0.0018 0.0167 0.0005
C 0.3455 -5.0407 2.0278 -0.1076 0.0246 0.1265
Cl 1.2096 -5.4781 0.6171 0.0115 -0.0270 -0.0671
S 0.1281 -6.1893 3.2909 0.0144 0.0165 -0.0070
C -0.7559 -5.0497 4.2229 0.0030 -0.0235 -0.0269
C -0.8718 -3.8629 3.5781 0.0142 0.0232 0.0115
C -2.7397 -5.9437 -0.2252 -0.0500 0.0228 0.0155
Cl -1.8675 -6.2131 -1.7078 0.0295 -0.0071 -0.0194
C -3.4648 -7.0038 0.2960 0.0078 -0.0087 -0.0111
H -4.7712 -5.4319 2.9955 0.0058 0.0026 -0.0013
H -3.4262 -3.5698 2.0389 -0.0102 -0.0105 -0.0101
H -0.9941 -3.8983 -0.6301 0.0230 0.0018 0.0121
H -3.5779 -2.3232 -0.7835 -0.0201 -0.0171 -0.0095
H -3.1444 -3.5668 -1.9685 0.0041 0.0042 0.0014
H -1.2549 -3.0744 -3.6340 0.0021 0.0035 0.0051
H 0.2121 -0.7779 -4.1530 0.0126 0.0053 0.0185
H -2.0604 -0.1640 -0.7044 0.0042 -0.0166 0.0216
H -0.1249 -1.7395 1.8613 0.0088 -0.0025 -0.0013
H 0.4162 -2.7822 0.5432 0.0487 0.0593 0.0112
H -1.1324 -5.3199 5.1963 0.0052 -0.0026 -0.0066
H -1.3880 -3.0045 3.9867 0.0078 0.0007 -0.0042
H -3.4594 -7.9658 -0.1954 -0.0026 0.0015 0.0009
```
Forces are in eV/Å.

# 2
The following is a DFT calculation (ωB97M-V/def2-TZVPD) of C15H15FeN3P as an isolated structure at a distorted geometry.

Output
<S²>: 8.823
spin multiplicity: 6
total charge: 0
LUMO energy (alpha / beta): -0.12 / -2.06 eV
HOMO-LUMO gap (alpha / beta): 3.90 / 5.96 eV

Structure (XYZ):
```
35
Properties=species:S:1:pos:R:3:forces:R:3
C -2.8619 3.4444 -0.2128 -0.0517 -0.7877 1.1253
C -3.9556 3.0611 -1.0829 1.7614 -0.1207 1.5983
C -4.6253 1.9483 -0.4575 0.3483 -1.1220 2.4603
C -4.0272 1.7074 0.8274 -1.1692 0.2182 -2.9180
C -2.8921 2.6011 0.9650 0.2610 2.0601 -1.9863
Fe 0.6231 2.7991 0.7955 -0.9908 3.3432 0.2497
P 1.8428 4.4929 0.5982 0.3582 1.2215 -0.2392
H -2.1187 4.2399 -0.4038 -0.6668 -0.5629 0.1184
H -4.1614 3.5136 -2.0452 -0.1066 -0.1382 0.1393
H -5.4204 1.3364 -0.9094 0.3899 0.5653 0.3968
H -2.1871 2.6485 1.8172 -0.6190 -0.0566 -0.6938
H -4.2963 0.9659 1.5659 -0.1361 -0.0472 -0.2296
H 2.0561 5.1350 1.8334 0.2923 0.3072 -0.2689
H 1.3541 5.5315 -0.2250 0.5432 0.2509 0.1098
H 3.1347 4.2380 0.0982 -0.0438 0.3994 0.1120
N 2.7353 -6.7648 -2.7451 -0.7154 2.1122 1.2792
C 2.4046 -5.8020 -2.1582 0.6174 -1.7782 -0.9591
C 1.9912 -4.6234 -1.4427 -0.0552 -0.2301 -0.7612
C 1.2276 -3.6543 -2.1140 -0.3321 0.8684 0.3067
C 0.8407 -2.4790 -1.4593 0.0587 -0.7023 -1.3392
C 1.2145 -2.2963 -0.1317 -0.2981 1.7067 1.8829
C 1.9295 -3.2748 0.5747 0.6075 -1.1856 -0.3196
C 2.3471 -4.4221 -0.1032 -0.1395 0.4932 1.1146
N 0.9336 -1.0576 0.5127 0.5349 -2.9342 -0.3854
C 1.0074 -0.7882 1.8883 0.2585 -0.9402 0.1969
C 0.8083 0.5271 2.0660 0.0401 -0.2619 -1.4652
N 0.6113 1.0842 0.7826 -0.6181 -3.6566 0.6769
C 0.6371 0.0790 -0.1292 -0.1302 0.5538 0.1688
H 0.9372 -3.8149 -3.1527 0.0917 0.0173 0.2987
H 0.2503 -1.7136 -1.9740 0.2383 -0.5058 0.1291
H 2.2007 -3.1230 1.6244 -0.0272 -0.1264 -0.5433
H 2.9463 -5.1807 0.4107 -0.2655 0.3340 -0.1671
H 1.1880 -1.5879 2.5933 -0.0782 0.2899 -0.1024
H 0.8048 1.0845 2.9872 -0.0422 0.0970 -0.1016
H 0.5199 0.1445 -1.1939 0.0842 0.3183 0.1164
```
Forces are in eV/Å.

# 3
The following is a DFT calculation (ωB97M-V/def2-TZVPD) of a 3-piece molecular cluster, C2HN3O2 overall at a distorted geometry.

Output
<S²>: 2.014
spin multiplicity: 3
total charge: 0
LUMO energy (alpha / beta): 0.53 / -3.27 eV
HOMO-LUMO gap (alpha / beta): 5.97 / 8.87 eV

Structure (XYZ):
```
8
Properties=species:S:1:pos:R:3:forces:R:3
C 0.2903 -1.8063 -0.4408 1.9233 -6.3007 -1.1142
C 0.3543 2.4555 2.1224 -0.2298 0.2337 -0.7885
N 2.2051 -0.7528 1.4447 0.8948 -0.1379 -0.4089
N 3.1033 -0.9151 0.8378 -0.7268 0.1785 0.5363
N -0.1326 -0.7357 -0.4456 -1.8860 6.6798 2.0478
O 0.2096 1.7909 1.2091 -0.2234 -1.7345 -1.7345
O 0.4685 3.2106 2.9608 0.4339 1.6012 2.5253
H -0.5975 0.1007 -0.7516 -0.1860 -0.5201 -1.0633
```
Forces are in eV/Å.

# 4
The following is a DFT calculation (ωB97M-V/def2-TZVPD) of C17H14F6N5O6RuS3 as an isolated structure.

Output
<S²>: 0.756
spin multiplicity: 2
total charge: 0
LUMO energy (alpha / beta): -0.71 / -1.22 eV
HOMO-LUMO gap (alpha / beta): 7.52 / 7.38 eV

Structure (XYZ):
```
52
Properties=species:S:1:pos:R:3:forces:R:3
Ru -0.3089 -0.1974 -0.0639 0.1181 -0.4907 -0.2146
N -2.3525 1.7417 -3.3252 -0.0076 -0.0091 -0.0418
C -1.6856 1.3576 -2.2197 -0.0242 0.0718 -0.0079
S -0.8362 -0.1739 -2.3022 0.0271 -0.1839 0.0226
N -1.7201 2.1575 -1.1888 0.1352 -0.0310 0.1249
N -1.0061 1.6609 -0.1396 -0.1670 0.1514 0.1778
C -0.9094 2.3584 0.9337 -0.1183 -0.1765 -0.0028
C -0.1301 1.7750 2.0184 -0.1012 0.0540 -0.1538
C 0.2083 2.4568 3.1753 -0.0004 0.0213 0.0136
C 1.0342 1.8370 4.0939 0.0314 0.0317 -0.0033
C 1.5083 0.5597 3.8347 0.0062 -0.0190 0.0074
C 1.1212 -0.0705 2.6683 -0.0821 0.0257 0.0193
N 0.3052 0.5174 1.7934 0.0337 -0.0607 0.0667
H -2.2311 1.2248 -4.1765 -0.0036 0.0035 0.0017
H -2.6960 2.6859 -3.3700 0.0040 -0.0045 0.0006
H -1.3579 3.3411 0.9976 0.0275 0.0172 -0.0151
H -0.1437 3.4679 3.3236 0.0006 -0.0071 0.0023
H 1.3311 2.3569 4.9945 -0.0061 -0.0040 0.0044
H 2.1746 0.0563 4.5196 0.0017 0.0034 0.0036
H 1.4527 -1.0671 2.4085 0.0212 0.0029 -0.0163
F 3.1187 5.2561 -0.2547 -0.0152 0.0582 -0.0133
C 3.6513 4.1140 -0.6931 0.0275 0.0215 0.0184
F 4.9385 4.0880 -0.3608 -0.0638 0.0008 -0.0089
F 3.5443 4.0739 -2.0191 0.0207 -0.0138 -0.0162
S 2.7277 2.7200 0.0725 0.1549 0.0636 -0.0107
O 1.3923 2.8119 -0.4632 0.5272 -0.1005 -0.0383
O 2.9025 2.8946 1.4868 -0.0990 -0.0669 -0.0660
N 3.6261 1.5340 -0.4757 -0.2993 0.0105 -0.0635
S 3.1555 0.1447 -0.9824 0.2284 0.0207 0.0646
O 4.1962 -0.8200 -0.8457 -0.1153 -0.0186 -0.0548
O 1.8451 -0.2824 -0.5072 -0.3176 0.3237 0.1087
C 2.9207 0.3083 -2.8099 0.0767 -0.0834 0.0553
F 2.1636 1.3526 -3.1185 -0.0814 0.1007 0.0555
F 2.3428 -0.8000 -3.2757 0.0242 -0.0005 0.0012
F 4.1061 0.4495 -3.3937 0.0378 0.0499 -0.0356
C -0.0257 -4.5242 0.3273 -0.0047 -0.0048 0.0237
C -0.6167 -3.1510 0.1806 0.0188 0.0581 0.0172
O 0.1778 -2.2022 0.2932 -0.0545 0.0441 -0.1807
C -2.0404 -2.9821 -0.0505 0.0187 -0.0040 0.0225
C -2.8173 -4.1093 -0.3934 -0.0060 0.0010 -0.0006
C -4.1766 -4.0340 -0.5437 -0.0008 0.0026 0.0008
C -4.8161 -2.8075 -0.3191 -0.0041 0.0011 0.0019
C -4.0965 -1.6945 0.0316 -0.0350 -0.0362 -0.0070
C -2.6950 -1.7424 0.1584 0.0653 0.1294 0.0543
O -2.1127 -0.6132 0.5160 0.0004 0.0553 0.0950
H 1.0305 -4.4247 0.5603 -0.0030 -0.0009 0.0071
H -0.1298 -5.0792 -0.6060 0.0056 0.0038 -0.0038
H -0.5348 -5.0873 1.1095 -0.0025 -0.0080 -0.0152
H -2.3239 -5.0576 -0.5554 -0.0001 0.0018 0.0063
H -4.7460 -4.9084 -0.8258 -0.0038 0.0025 -0.0008
H -5.8912 -2.7336 -0.4256 0.0013 -0.0042 -0.0027
H -4.5745 -0.7402 0.2071 0.0021 -0.0036 -0.0035
```
Forces are in eV/Å.

no.,E_tot (Ha),molar mass (g/mol)
1,-4734.5128,1000.4
2,-2349.6342,324.1
3,-391.3655,99.0
4,-3270.1379,695.6